Version a
Below is a 14-piece molecular cluster, C29H91N5O14 overall, with properties calculated with ωB97M-V/def2-TZVPD.

Its orbital gap is 9.20 eV. As for the LUMO energy: 0.28 eV. The HOMO energy comes out at -8.916 eV. As for the spin multiplicity: 1.

Last column: Löwdin charge in e.
Cartesian coordinates (Å):
C 1.5374 1.9352 1.3522  -0.07
C 1.3295 1.4559 -0.0815  -0.46
C 0.0975 0.6460 -0.3645  -0.15
O 0.0003 -0.6607 0.3393  -0.21
C -0.9032 -1.6190 -0.1724  -0.13
N 1.5273 2.5596 -0.9548  0.03
H 2.5056 2.4143 1.4976  0.07
H 1.5495 1.0243 1.9507  0.07
H 0.7797 2.5590 1.8264  0.08
H 2.1340 0.7338 -0.2205  0.14
H 0.0952 0.4006 -1.4265  0.11
H -0.8852 1.1107 -0.2833  0.12
H -1.9066 -1.1940 -0.1968  0.08
H -0.9094 -2.5265 0.4313  0.09
H -0.6813 -1.9030 -1.2011  0.08
H 0.8901 3.3407 -0.8922  0.08
H 2.4279 3.0130 -0.8960  0.08
C -6.7195 6.0719 6.1236  -0.05
C -6.1573 7.2088 5.2622  -0.41
C -4.7065 7.5699 5.6579  -0.14
O -3.8100 6.4132 5.3189  -0.22
C -2.4931 6.5456 5.8214  -0.12
N -6.2432 7.0793 3.7466  0.04
H -6.4644 6.3623 7.1427  0.08
H -5.9680 5.3073 5.9267  0.07
H -7.6802 5.6215 5.8743  0.08
H -6.7978 8.0440 5.5455  0.12
H -4.6540 7.5512 6.7465  0.11
H -4.3502 8.5359 5.3003  0.12
H -1.8742 5.9568 5.1444  0.08
H -2.3686 6.0676 6.7930  0.08
H -2.2055 7.5950 5.8851  0.08
H -6.2963 7.9789 3.2905  0.06
H -7.1735 6.7267 3.5726  0.06
C -5.6481 -10.3809 1.0625  -0.06
C -4.9360 -10.5272 -0.3313  -0.38
C -3.4869 -10.1908 -0.2190  -0.27
O -3.3037 -8.8045 -0.1135  -0.18
C -2.0186 -8.5191 0.4367  -0.10
N -5.0827 -11.9597 -0.7661  0.03
H -6.7020 -10.6501 0.9928  0.07
H -5.5368 -9.4458 1.6114  0.07
H -5.4457 -11.1636 1.7936  0.07
H -5.4185 -9.9578 -1.1257  0.14
H -2.9011 -10.4495 -1.1010  0.12
H -2.9638 -10.7682 0.5433  0.12
H -2.1894 -7.5922 0.9844  0.09
H -1.1625 -8.4817 -0.2369  0.08
H -1.7009 -9.1990 1.2272  0.08
H -4.7772 -11.9564 -1.7288  0.06
H -4.4098 -12.5264 -0.2699  0.06
C 7.3367 4.7174 1.4566  -0.07
C 8.7385 4.8064 0.8122  -0.41
C 9.7078 3.9206 1.6909  -0.18
O 9.7000 4.2990 3.0739  -0.20
C 10.8912 4.1141 3.8385  -0.10
N 8.6046 4.2383 -0.5115  0.02
H 7.2754 4.6199 2.5405  0.07
H 6.7463 3.8331 1.2166  0.07
H 6.8566 5.6534 1.1714  0.07
H 9.0447 5.8519 0.7759  0.13
H 10.6995 3.9912 1.2441  0.11
H 9.4627 2.8605 1.6267  0.12
H 11.1347 5.1382 4.1210  0.09
H 11.7201 3.4722 3.5402  0.08
H 10.6015 3.5354 4.7156  0.08
H 9.4721 4.2825 -1.0268  0.07
H 8.0926 4.9097 -1.0657  0.07
C 4.7666 -4.8775 -1.7526  -0.07
C 3.4265 -4.5137 -1.1152  -0.44
C 3.3929 -4.3113 0.4871  -0.15
O 3.7742 -5.5141 1.1603  -0.17
C 4.7060 -5.4138 2.2031  -0.14
N 2.9940 -3.2604 -1.6698  0.02
H 4.9773 -5.9134 -1.4868  0.07
H 5.5214 -4.2160 -1.3273  0.07
H 4.7525 -4.8354 -2.8417  0.08
H 2.7748 -5.2682 -1.5560  0.13
H 2.4589 -3.8731 0.8389  0.12
H 4.1675 -3.5488 0.5675  0.11
H 5.7793 -5.4114 2.0130  0.08
H 4.5639 -6.2233 2.9190  0.08
H 4.5514 -4.6802 2.9943  0.08
H 2.0423 -3.3005 -1.3340  0.06
H 3.4913 -2.4754 -1.2742  0.07
C -0.1265 -0.4368 -6.3328  -0.19
O 1.0997 -1.0366 -6.2478  -0.13
H -0.1270 0.1241 -5.3982  0.07
H -0.3763 0.1676 -7.2048  0.09
H -0.8101 -1.2526 -6.0976  0.07
H 1.3405 -1.4825 -5.4325  0.09
C -6.3912 -4.7026 0.0684  -0.14
O -5.3167 -5.3025 0.8367  -0.14
H -7.3165 -4.9073 0.6070  0.07
H -6.2456 -3.6301 -0.0611  0.07
H -6.4932 -5.2243 -0.8832  0.07
H -5.1226 -6.1626 0.4571  0.05
C 6.0529 0.9047 -3.2541  -0.16
O 7.0624 1.7819 -3.7195  -0.13
H 6.0505 -0.1489 -3.5334  0.08
H 6.0790 1.0034 -2.1689  0.07
H 5.1062 1.3909 -3.4897  0.07
H 7.3142 2.4117 -3.0402  0.06
C -4.8078 -3.2971 -4.7528  -0.20
O -3.8470 -3.5446 -5.7433  -0.10
H -4.3809 -3.3929 -3.7544  0.08
H -5.3045 -2.3440 -4.9349  0.07
H -5.7489 -3.8399 -4.6656  0.07
H -4.3155 -3.5655 -6.5809  0.08
C -1.4775 -7.2492 -4.1419  -0.21
O -0.9912 -8.5320 -4.0739  -0.10
H -1.1435 -6.9035 -5.1202  0.08
H -2.5536 -7.0923 -4.0685  0.08
H -1.0299 -6.5391 -3.4465  0.07
H -1.0516 -8.8388 -3.1662  0.07
C -3.6841 2.8634 -3.7076  -0.23
O -4.0650 3.9422 -2.9829  -0.09
H -3.9357 1.9691 -3.1375  0.08
H -4.1792 2.7800 -4.6751  0.08
H -2.6234 2.7791 -3.9442  0.08
H -3.8920 4.7152 -3.5252  0.08
C -1.9748 7.9326 0.8003  -0.12
O -0.9480 9.0154 0.7459  -0.13
H -3.0284 8.2116 0.7888  0.07
H -1.7688 7.0856 0.1459  0.07
H -1.8408 7.3982 1.7408  0.06
H -1.3554 9.6521 1.3377  0.06
C -4.0249 3.6360 1.7146  -0.15
O -4.5659 3.4172 3.0364  -0.13
H -4.6543 4.2941 1.1156  0.07
H -3.0187 4.0548 1.7314  0.06
H -3.9875 2.6709 1.2095  0.07
H -4.6147 4.2487 3.5136  0.05
C 2.2716 7.8299 -2.1709  -0.18
O 2.0956 7.4917 -0.7990  -0.11
H 2.5239 8.8626 -2.4119  0.07
H 3.0950 7.2727 -2.6176  0.07
H 1.4768 7.5665 -2.8688  0.07
H 1.4030 7.9914 -0.3606  0.06

---

Version b
Below is C29H91N5O14 as an isolated structure, with properties calculated with ωB97M-V/def2-TZVPD.

Its orbital gap is 8.43 eV. As for the LUMO energy: 0.10 eV. The HOMO energy comes out at -8.332 eV. As for the spin multiplicity: 1.

Last column: Löwdin charge in e.
Cartesian coordinates (Å):
C -41.4205 8.0295 18.1578  -0.02
C -40.9060 7.4928 16.8320  -0.39
C -40.7600 5.9807 16.8659  -0.16
O -39.6691 5.6389 17.7099  -0.24
C -39.0157 4.3820 17.5106  -0.05
N -41.7265 7.8647 15.6828  0.08
H -42.3324 7.5779 18.5599  0.07
H -41.5705 9.1066 18.2138  0.07
H -40.6635 7.7051 18.8812  0.07
H -39.8835 7.8051 16.6005  0.11
H -40.4799 5.5072 15.9198  0.12
H -41.6832 5.5233 17.2418  0.10
H -39.6627 3.6720 16.9895  0.09
H -38.7669 3.9196 18.4627  0.08
H -38.1303 4.6247 16.9244  0.08
H -41.8945 8.8684 15.5700  0.07
H -42.6806 7.5078 15.7427  0.07
C -39.4471 11.0742 16.7066  -0.02
C -40.0425 11.6676 15.4275  -0.44
C -41.5352 11.9116 15.5851  -0.19
O -42.1972 10.7053 15.8967  -0.24
C -43.6028 10.8096 15.9037  -0.09
N -39.3839 12.9201 15.0282  0.06
H -39.8474 11.5655 17.6034  0.07
H -38.3780 11.2687 16.7830  0.08
H -39.8242 10.0601 16.8212  0.05
H -39.8736 10.9600 14.6005  0.09
H -41.8903 12.3389 14.6385  0.13
H -41.6614 12.6455 16.3883  0.12
H -43.9803 9.9013 16.3715  0.08
H -44.0455 10.9128 14.9064  0.09
H -43.9282 11.6973 16.4566  0.09
H -38.3820 12.8043 14.9552  0.08
H -39.7738 13.0506 14.0977  0.07
C -40.7328 8.7903 11.0527  -0.07
C -39.8634 9.1220 12.2988  -0.37
C -38.4610 8.4840 12.2228  -0.16
O -37.7962 8.7093 13.4526  -0.16
C -38.1996 7.8391 14.4974  -0.09
N -39.8434 10.5879 12.3366  0.06
H -40.9279 7.7175 10.9867  0.11
H -40.2196 9.1334 10.1545  0.12
H -41.6992 9.2883 11.1390  -0.02
H -40.4016 8.6386 13.1216  0.08
H -37.8697 8.9465 11.4323  0.13
H -38.5427 7.4223 11.9682  0.12
H -39.2673 8.0090 14.6779  0.05
H -37.7661 8.2248 15.4202  0.10
H -37.9646 6.8070 14.2465  0.08
H -39.4740 10.8651 13.2473  0.03
H -40.8126 10.8886 12.4064  0.04
C -38.5693 3.8529 13.4120  -0.05
C -38.5666 2.5841 12.5697  -0.42
C -39.5929 2.7711 11.4571  -0.24
O -40.9206 2.7382 11.9339  -0.20
C -41.9382 2.9485 10.9858  -0.11
N -37.2440 2.3584 11.9433  0.04
H -37.8445 3.8834 14.2279  0.05
H -39.5668 3.9816 13.8298  0.06
H -38.3356 4.7189 12.7863  0.08
H -38.7931 1.6861 13.1478  0.14
H -39.5272 1.9405 10.7333  0.12
H -39.3294 3.6350 10.8292  0.13
H -42.8771 3.0659 11.5289  0.09
H -42.1140 2.0209 10.4244  0.09
H -41.7389 3.8019 10.3351  0.09
H -37.4679 1.6703 11.2236  0.06
H -37.0532 3.1992 11.3955  0.07
C -38.0320 -0.0733 20.5026  -0.07
C -38.9311 0.2829 19.3445  -0.45
C -38.1392 0.6989 18.1099  -0.19
O -37.1282 1.6379 18.4513  -0.21
C -36.3622 2.0647 17.3621  -0.12
N -39.7505 -0.8960 19.0345  0.03
H -38.6238 -0.4304 21.3503  0.08
H -37.4262 0.7526 20.8747  0.06
H -37.3302 -0.8779 20.2686  0.09
H -39.5888 1.0820 19.7168  0.13
H -38.8280 1.1623 17.3986  0.12
H -37.5965 -0.2011 17.8039  0.13
H -36.9484 2.3205 16.4661  0.07
H -35.7241 1.2102 17.0997  0.10
H -35.7634 2.9567 17.5362  0.08
H -40.3587 -0.9942 19.8421  0.07
H -40.3810 -0.7308 18.2548  0.07
C -38.1700 3.5856 21.4912  -0.18
O -37.5134 4.7846 21.8405  -0.12
H -39.2549 3.6706 21.6067  0.07
H -37.8636 3.1910 20.5170  0.06
H -37.8245 2.7987 22.1678  0.07
H -37.6497 5.4042 21.0971  0.03
C -44.9481 8.2166 21.3502  -0.14
O -44.4822 9.3271 22.1384  -0.14
H -44.3702 8.2233 20.4190  0.06
H -44.7067 7.2740 21.8471  0.08
H -46.0100 8.3981 21.2175  0.08
H -43.5740 9.1138 22.3743  0.07
C -35.7315 5.5617 15.5613  -0.16
O -34.8143 4.4888 15.6918  -0.11
H -36.6007 5.2891 14.9587  0.03
H -36.1700 5.8509 16.5218  0.07
H -35.2164 6.4173 15.1227  0.09
H -35.1352 3.7480 15.1733  0.07
C -42.3371 12.5421 19.5572  -0.17
O -41.3051 13.3491 20.0850  -0.11
H -42.0189 11.6453 19.0106  0.06
H -43.1148 12.3055 20.2769  0.08
H -42.7965 13.1385 18.7538  0.07
H -40.8000 13.7213 19.3593  0.07
C -41.2595 5.9738 12.7551  -0.15
O -40.5582 7.0419 13.2947  -0.25
H -42.2955 6.2565 12.5126  0.09
H -40.7688 5.6521 11.8335  0.08
H -41.3095 5.1072 13.4260  0.07
H -40.8688 7.3566 14.1779  0.04
C -42.4035 9.6531 12.2869  -0.23
O -42.7280 10.7446 11.4403  -0.05
H -41.8393 10.0275 13.1413  0.08
H -43.3277 9.1879 12.6466  0.11
H -41.7969 8.9316 11.7373  -0.09
H -42.8411 10.4699 10.5301  0.10
C -44.9420 6.3775 16.8977  -0.12
O -44.7168 7.1102 15.6874  -0.15
H -44.9528 7.0034 17.7916  0.07
H -45.8492 5.8027 16.7019  0.09
H -44.1013 5.6838 16.9621  0.07
H -45.5361 7.4404 15.3161  0.08
C -37.8409 7.8900 19.9756  -0.13
O -37.9074 6.4997 19.6798  -0.14
H -37.3804 8.5048 19.1993  0.08
H -38.8446 8.2008 20.2813  0.08
H -37.2438 8.1004 20.8668  0.08
H -38.5981 6.4472 18.9926  0.05
C -41.9460 4.3679 19.9111  -0.16
O -42.8127 4.1477 21.0048  -0.11
H -41.6951 3.4355 19.3912  0.08
H -42.3380 5.0241 19.1383  0.05
H -41.0116 4.8009 20.2793  0.07
H -42.4079 3.5283 21.6151  0.07

---

Bottom line: version a, by a margin of 2.562 eV.

---

Version a
Below is the molecule C5H7IN2O, with properties calculated with ωB97M-V/def2-TZVPD.

Its orbital gap is 8.38 eV. As for the LUMO energy: -0.24 eV. As for the SMILES: CO/C=C/N=C\C=N\I. The HOMO energy comes out at -8.614 eV. As for the spin multiplicity: 1.

Last column: natural (NBO) charge in e.
Cartesian coordinates (Å):
C 0.0875 0.1868 2.7532  -0.24
O 0.9865 -0.5288 1.9053  -0.49
C 0.4645 -0.6589 0.7062  0.11
C 0.7302 -1.5147 -0.2632  -0.15
N 0.0871 -1.7122 -1.5110  -0.35
C -0.3335 -0.7334 -2.1995  0.07
C -0.2342 0.7245 -1.9202  0.02
N -1.1565 1.5165 -2.2792  -0.55
I -1.2203 3.4935 -1.7721  0.29
H 0.3084 -0.1999 3.7903  0.20
H -0.8622 -0.0094 2.4370  0.18
H 0.2843 1.3473 2.7162  0.18
H -0.3547 0.0526 0.2826  0.16
H 1.6116 -2.1819 -0.3030  0.21
H -0.9311 -0.8089 -3.1023  0.19
H 0.5323 1.0270 -1.2402  0.17

---

Version b
Below is a 2-piece molecular cluster, C5H7IN2O overall, with properties calculated with ωB97M-V/def2-TZVPD.

Its orbital gap (alpha / beta) is 7.34 / 7.31 eV. As for the LUMO energy (alpha / beta): -1.61 / -1.64 eV. The HOMO energy (alpha / beta) comes out at -8.954 / -8.944 eV. As for the spin multiplicity: 1.

Last column: natural (NBO) charge in e.
Cartesian coordinates (Å):
C 0.1678 0.2653 -0.0983  -0.24
C -0.8958 -0.5961 0.1952  0.13
C 1.1835 -0.6556 -0.1547  0.54
C 0.1191 1.7026 -0.2880  -0.63
C -2.3113 -0.2598 0.2503  -0.64
N -0.4968 -1.8279 0.5215  -0.25
N 0.7733 -1.8459 0.2154  -0.39
O 3.2683 -0.6710 -0.6565  -0.82
I 4.4659 0.5146 0.1790  0.47
H -0.2983 2.0615 -1.3663  0.22
H -0.5479 2.1830 0.4048  0.23
H 1.1839 2.1647 -0.2073  0.24
H -2.3878 0.6471 0.9904  0.22
H -2.7569 0.1111 -0.7991  0.23
H -2.8976 -1.1864 0.4762  0.25
H 1.4306 -2.6071 0.3376  0.43

---

Bottom line: version a, by a margin of 1.700 eV.

---

Version a
Below is C2H7IP2 as an isolated structure, with properties calculated with ωB97M-V/def2-TZVPD.

Its orbital gap is 8.16 eV. As for the LUMO energy: -0.34 eV. The HOMO energy comes out at -8.494 eV. As for the spin multiplicity: 1.

Last column: natural (NBO) charge in e.
Cartesian coordinates (Å):
C -1.1425 -1.4688 0.7441  -0.75
C 1.3658 1.8771 -0.3201  -0.95
P 0.7064 -1.1465 -0.8136  0.11
P 1.5889 0.1989 0.5805  0.37
I 4.0259 -0.1460 0.0660  -0.17
H -0.8138 -1.8878 1.8375  0.24
H -1.6850 -2.3101 0.1851  0.21
H -1.6350 -0.4884 0.6085  0.21
H 0.4733 2.3356 0.0950  0.23
H 1.3013 1.8102 -1.4543  0.23
H 2.2277 2.5983 0.0410  0.25
H 1.4396 -2.2969 -0.2205  0.01

---

Version b
Below is a 2-piece molecular cluster, C2H7IP2 overall, with properties calculated with ωB97M-V/def2-TZVPD.

Its orbital gap (alpha / beta) is 7.33 / 6.86 eV. As for the LUMO energy (alpha / beta): -0.82 / -1.02 eV. The HOMO energy (alpha / beta) comes out at -8.151 / -7.874 eV. As for the spin multiplicity: 1.

Last column: natural (NBO) charge in e.
Cartesian coordinates (Å):
C 0.9375 -1.7113 0.3129  -0.66
C 0.4714 -0.7344 -0.7416  -0.55
P -1.8036 3.4500 -0.0294  0.05
P -0.7278 0.4870 -0.5692  0.49
I -2.7168 -0.6530 0.2486  -0.13
H 1.9973 -1.5817 0.5447  0.22
H 0.8662 -2.7328 0.2291  0.23
H 0.4570 -1.4326 1.1880  0.22
H 1.1023 -0.4698 -1.6956  0.22
H -0.6889 3.8218 -0.7409  -0.06
H -2.4897 3.0313 -1.2900  -0.04
H -1.3697 0.6324 -1.8513  0.01

---

Bottom line: version a, by a margin of 1.898 eV.

---

Version a
Below is the molecule C10H12N2O, with properties calculated with ωB97M-V/def2-TZVPD.

Its orbital gap is 9.41 eV. As for the LUMO energy: 0.55 eV. As for the SMILES: NC(=O)[C@H]1Cc2ccccc2CN1. The HOMO energy comes out at -8.856 eV. As for the spin multiplicity: 1.

Last column: natural (NBO) charge in e.
Cartesian coordinates (Å):
N 1.0414 2.1768 -3.1076  -0.85
C -0.0830 1.7735 -2.3705  0.67
O -1.2109 2.2718 -2.4274  -0.58
C 0.3510 0.8677 -1.2506  -0.18
C -0.6233 1.2573 -0.0452  -0.41
C -0.5217 0.0823 1.0272  0.01
C -1.2771 -0.0315 2.1841  -0.21
C -1.3534 -1.1247 3.0385  -0.22
C -0.5403 -2.2518 2.7948  -0.21
C 0.2630 -2.2109 1.5986  -0.20
C 0.2444 -1.1181 0.7106  -0.05
C 0.9578 -1.1458 -0.6006  -0.25
N 0.1844 -0.5338 -1.6659  -0.56
H 1.8538 1.9018 -2.5899  0.38
H 1.1621 2.9434 -3.8244  0.42
H 1.2976 1.2468 -0.8602  0.18
H -0.2767 2.2049 0.4897  0.21
H -1.6012 1.4700 -0.3770  0.25
H -1.9196 0.8764 2.4431  0.21
H -2.2883 -1.1299 3.7583  0.22
H -0.3882 -3.0906 3.4044  0.21
H 0.7884 -3.0723 1.3711  0.20
H 1.0715 -2.2936 -0.7852  0.21
H 2.0600 -0.6643 -0.4413  0.17
H 0.8086 -0.4053 -2.4746  0.36

---

Version b
Below is the molecule C10H12N2O, with properties calculated with ωB97M-V/def2-TZVPD.

Its orbital gap is 9.05 eV. As for the LUMO energy: -0.30 eV. As for the SMILES: C#C[C@](N=O)(C(C)C)C1(C#N)CC1. The HOMO energy comes out at -9.351 eV. As for the spin multiplicity: 1.

Last column: natural (NBO) charge in e.
Cartesian coordinates (Å):
C 0.0145 3.0517 1.6584  -0.15
C 0.0200 1.9608 1.1239  -0.03
C 0.2058 0.6923 0.4064  -0.05
N 1.2322 0.7232 -0.6185  0.15
O 2.0822 1.5509 -0.5955  -0.25
C -1.1595 0.2353 -0.3342  -0.19
C -1.5362 1.1773 -1.5033  -0.59
C -0.9680 -1.1225 -0.9143  -0.63
C 0.7657 -0.4688 1.3514  -0.18
C -0.3070 -0.9953 2.1172  0.30
N -1.0915 -1.6337 2.6276  -0.30
C 2.0234 -0.1855 2.1051  -0.39
C 1.9988 -1.2607 1.0807  -0.38
H -0.0027 3.9234 2.0866  0.21
H -2.0963 0.3494 0.2963  0.23
H -0.6941 1.0231 -2.2824  0.20
H -2.2947 0.7690 -1.9968  0.21
H -1.6326 2.1529 -1.1318  0.22
H 0.1278 -1.1080 -1.3590  0.22
H -1.7599 -1.2763 -1.7278  0.22
H -0.9659 -1.8258 -0.1740  0.21
H 2.1270 -0.5704 3.1167  0.24
H 2.6375 0.7238 1.7570  0.25
H 2.4811 -1.2260 0.0999  0.25
H 2.0416 -2.2505 1.4591  0.23

---

Bottom line: version a, by a margin of 5.335 eV.